Entry 1:
A 2-piece molecular cluster, C7H8S2 overall, computed with wB97M-V/def2-TZVPD.

Positions of all 17 atoms, in Å:
C1 1.25 -2.13 1.34
C2 0.94 -0.78 1.08
C3 0.20 -2.95 0.94
C4 -0.39 -0.61 0.67
C5 -0.92 0.61 0.29
C6 -0.75 1.97 -0.19
C7 -0.17 2.29 -1.60
S1 -1.26 -2.06 0.70
S2 -2.51 1.20 -0.17
H1 2.15 -2.57 1.59
H2 1.78 -0.10 1.06
H3 0.19 -4.02 1.22
H4 0.23 -0.20 -1.85
H5 -0.84 2.63 0.69
H6 0.74 1.75 -1.50
H7 0.04 3.32 -1.92
H8 -0.67 1.69 -2.36

Properties
E_HOMO (alpha / beta) = -0.3188 / -0.2459 hartree
LUMO energy (alpha / beta) = -0.50 / -0.64 eV
relative energy (zero: lowest compared OMol25 entry of this formula, charge and spin) = 6.119 eV

---

Entry 2:
C29H31Ge2IrN3O as an isolated structure, computed with wB97M-V/def2-TZVPD.

Positions of all 67 atoms, in Å:
Ir1 1.67 -1.04 0.86
C1 0.80 -2.39 -3.36
C2 1.40 -1.95 -2.08
N1 0.79 -2.07 -0.90
N2 -0.29 -2.76 -0.79
C3 -0.63 -2.87 0.58
O1 0.19 -2.54 1.45
C4 -1.94 -3.40 0.88
C5 -2.76 -3.90 -0.14
C6 -4.02 -4.37 0.18
C7 -4.46 -4.34 1.50
C8 -3.64 -3.85 2.51
C9 -2.38 -3.38 2.21
C10 2.74 -1.41 -1.97
C11 3.54 -1.18 -3.08
C12 4.84 -0.73 -2.91
C13 5.31 -0.52 -1.62
C14 4.46 -0.76 -0.55
N3 3.21 -1.18 -0.71
H1 -0.21 -2.74 -3.22
H2 1.40 -3.20 -3.80
H3 0.81 -1.56 -4.08
H4 -2.41 -3.93 -1.16
H5 -4.66 -4.77 -0.60
H6 -5.44 -4.72 1.74
H7 -3.99 -3.84 3.54
H8 -1.73 -2.99 2.98
H9 3.15 -1.36 -4.08
H10 5.47 -0.55 -3.76
H11 6.32 -0.19 -1.44
H12 4.79 -0.61 0.47
C15 0.65 1.80 4.13
Ge1 0.84 2.80 2.48
C16 2.68 3.16 1.98
C17 -0.41 4.22 2.07
Ge2 0.26 0.92 0.58
C18 0.59 2.09 -0.92
C19 -0.44 2.87 -1.45
C20 -0.19 3.69 -2.54
C21 1.08 3.76 -3.08
C22 2.12 3.00 -2.55
C23 1.87 2.17 -1.47
C24 -1.63 0.50 0.78
C25 -2.36 0.60 1.95
C26 -3.69 0.19 1.99
C27 -4.29 -0.33 0.85
C28 -3.57 -0.42 -0.33
C29 -2.25 -0.01 -0.37
H13 1.14 2.38 4.92
H14 1.14 0.84 4.06
H15 -0.40 1.66 4.41
H16 3.05 3.95 2.64
H17 2.74 3.52 0.95
H18 3.32 2.29 2.11
H19 -0.22 5.05 2.75
H20 -1.44 3.89 2.20
H21 -0.26 4.56 1.05
H22 -1.44 2.82 -1.03
H23 -0.99 4.29 -2.96
H24 1.27 4.42 -3.92
H25 3.11 3.07 -2.97
H26 2.69 1.59 -1.05
H27 -1.91 0.99 2.86
H28 -4.25 0.27 2.91
H29 -5.33 -0.64 0.89
H30 -4.05 -0.81 -1.22
H31 -1.71 -0.07 -1.31

Properties
E_HOMO (alpha / beta) = -0.4743 / -0.5246 hartree
total charge = +2
LUMO energy (alpha / beta) = -6.61 / -8.65 eV
relative energy (zero: lowest compared OMol25 entry of this formula, charge and spin) = 0.086 eV
multiplicity = 6

---

Entry 3:
A single C10H9NO3 molecule, computed with wB97M-V/def2-TZVPD.

Positions of all 23 atoms, in Å:
C1 -2.29 0.56 -1.74
C2 -0.90 0.65 -1.20
N1 0.07 1.45 -2.03
O1 1.24 1.62 -1.65
O2 -0.31 1.90 -3.08
C3 -0.17 -0.83 -1.10
C4 0.55 -0.78 0.23
C5 1.46 -1.67 0.70
C6 1.95 -1.58 1.96
C7 1.50 -0.52 2.83
C8 0.69 0.49 2.32
C9 0.15 0.34 1.02
C10 -0.82 1.21 0.28
O3 -1.41 2.17 0.68
H1 -2.22 0.32 -2.71
H2 -2.65 1.62 -1.69
H3 -2.97 -0.06 -1.18
H4 0.45 -1.15 -1.93
H5 -0.83 -1.60 -0.84
H6 1.62 -2.48 0.06
H7 2.65 -2.27 2.27
H8 1.86 -0.61 3.79
H9 0.38 1.21 3.02

Properties
E_HOMO = -0.3506 hartree
LUMO energy = -0.25 eV
relative energy (zero: lowest compared OMol25 entry of this formula, charge and spin) = 3.297 eV

---

Entry 4:
C14H21F4MnN4O2 as an isolated structure, computed with wB97M-V/def2-TZVPD.

Positions of all 46 atoms, in Å:
Mn1 -0.64 -0.34 -0.33
C1 0.61 4.00 -0.14
C2 0.35 2.54 -0.48
N1 -0.80 1.90 0.20
C3 -2.11 2.34 -0.35
C4 -2.87 1.18 -0.98
C5 -0.75 1.97 1.67
C6 0.26 0.99 2.25
N2 -0.04 -0.30 1.64
C7 0.27 -1.49 2.20
C8 -0.30 -2.64 1.62
F1 -1.13 -2.40 0.55
C9 -0.07 -3.93 2.02
F2 -0.68 -4.93 1.38
C10 0.77 -4.17 3.08
C11 1.37 -3.08 3.68
F3 2.21 -3.27 4.69
C12 1.14 -1.78 3.26
F4 1.80 -0.78 3.86
H1 1.38 4.40 -0.81
H2 0.97 4.13 0.88
H3 -0.30 4.61 -0.27
H4 1.24 1.95 -0.26
H5 0.17 2.45 -1.55
H6 -1.95 3.12 -1.10
H7 -2.72 2.79 0.44
H8 -2.33 0.79 -1.85
H9 -3.86 1.47 -1.33
H10 -3.04 0.39 -0.23
H11 -1.73 1.68 2.04
H12 -0.54 2.98 2.02
H13 0.14 0.98 3.33
H14 1.28 1.32 2.05
H15 0.96 -5.18 3.44
C13 0.07 -0.64 -5.09
O1 1.02 -1.23 -4.16
C14 0.80 -1.06 -2.89
O2 -0.17 -0.43 -2.44
N3 1.75 -1.63 -2.13
N4 1.56 -1.56 -0.76
H16 0.51 -0.77 -6.07
H17 -0.07 0.41 -4.86
H18 -0.88 -1.17 -5.03
H19 2.52 -2.12 -2.54
H20 2.28 -1.01 -0.32
H21 1.56 -2.48 -0.35

Properties
E_HOMO (alpha / beta) = -0.3794 / -0.3840 hartree
total charge = +1
LUMO energy (alpha / beta) = -2.60 / -2.80 eV
relative energy (zero: lowest compared OMol25 entry of this formula, charge and spin) = 0.095 eV
multiplicity = 6

---

Entry 5:
C26H24NO10SSr as an isolated structure, computed with wB97M-V/def2-TZVPD.

Positions of all 63 atoms, in Å:
Sr1 0.62 0.01 0.21
O1 -0.09 -0.17 2.79
C1 -1.52 -0.05 2.86
C2 -2.21 -1.02 1.91
N1 -1.73 -0.86 0.53
C3 -2.50 0.12 -0.26
C4 -1.61 0.85 -1.29
O2 -1.97 1.98 -1.65
O3 -0.55 0.21 -1.67
C5 -1.55 -2.18 -0.14
C6 -0.36 -2.93 0.52
O4 -0.48 -4.13 0.74
O5 0.64 -2.16 0.81
H1 0.14 -1.11 2.68
H2 -1.76 0.98 2.60
H3 -1.88 -0.24 3.87
H4 -3.30 -0.91 1.98
H5 -1.97 -2.04 2.24
H6 -2.91 0.89 0.39
H7 -3.33 -0.35 -0.81
H8 -1.31 -2.01 -1.19
H9 -2.44 -2.80 -0.07
O6 4.62 1.24 -0.70
C7 3.52 1.16 -1.24
O7 2.44 0.71 -0.69
C8 3.39 1.69 -2.65
C9 2.20 1.59 -3.36
C10 2.07 2.16 -4.64
C11 3.17 2.81 -5.14
O8 3.29 3.46 -6.34
C12 4.64 3.96 -6.39
O9 5.28 3.59 -5.17
C13 4.35 2.89 -4.44
C14 4.50 2.35 -3.20
H10 1.35 1.07 -2.92
H11 1.15 2.09 -5.20
H12 4.61 5.04 -6.48
H13 5.16 3.52 -7.23
H14 5.42 2.41 -2.62
O10 0.11 2.18 0.69
S1 0.49 2.89 -0.62
C15 -0.40 4.44 -0.51
C16 -0.78 5.07 -1.69
C17 -1.43 6.30 -1.61
C18 -1.71 6.87 -0.38
C19 -1.34 6.20 0.79
C20 -0.69 4.98 0.73
C21 2.08 3.67 -0.23
C22 2.68 3.41 0.98
C23 3.91 3.98 1.27
C24 4.54 4.80 0.34
C25 3.93 5.04 -0.89
C26 2.69 4.48 -1.18
H15 -0.58 4.59 -2.64
H16 -1.73 6.80 -2.52
H17 -2.22 7.82 -0.32
H18 -1.57 6.64 1.76
H19 -0.40 4.44 1.63
H20 2.19 2.74 1.69
H21 4.39 3.77 2.22
H22 5.51 5.23 0.56
H23 4.42 5.66 -1.63
H24 2.22 4.66 -2.15

Properties
E_HOMO = -0.2111 hartree
total charge = -1
LUMO energy = 2.42 eV
relative energy (zero: lowest compared OMol25 entry of this formula, charge and spin) = 1.429 eV

---

Entry 6:
C5H10N2O as an isolated structure, computed with wB97M-V/def2-TZVPD.

Positions of all 18 atoms, in Å:
C1 -1.04 -0.92 1.98
C2 -0.33 -1.24 -0.66
O1 -0.06 -0.64 1.01
N1 -1.54 -1.56 -0.99
H1 -2.21 -0.81 -0.81
H2 0.44 -2.01 -0.76
H3 -2.04 -1.14 1.59
H4 -1.14 -0.07 2.65
H5 -0.76 -1.79 2.59
C3 1.10 1.78 0.50
C4 0.91 0.35 -2.27
N2 0.04 1.00 -0.08
C5 0.29 0.20 -1.10
H6 2.06 1.25 0.51
H7 0.82 2.11 1.51
H8 1.20 2.68 -0.12
H9 1.01 -0.50 -2.95
H10 1.25 1.32 -2.61

Properties
E_HOMO = -0.3083 hartree
LUMO energy = -1.55 eV
relative energy (zero: lowest compared OMol25 entry of this formula, charge and spin) = 6.835 eV

---

Entry 7:
C3H4O3Yb as an isolated structure, computed with wB97M-V/def2-TZVPD.

Positions of all 11 atoms, in Å:
O1 -0.26 -1.77 0.25
C1 -0.37 -2.05 -1.09
C2 -0.34 -0.82 -1.94
O2 -0.34 0.30 -1.42
Yb1 -0.09 0.25 0.86
H1 -1.30 -2.58 -1.36
H2 0.45 -2.70 -1.48
H3 -0.37 -0.91 -3.04
C3 0.41 3.19 -0.58
O3 0.43 2.68 0.60
H4 0.36 3.32 1.34

Properties
E_HOMO (alpha / beta) = -0.4526 / -0.4590 hartree
total charge = +1
LUMO energy (alpha / beta) = -4.81 / -4.81 eV
relative energy (zero: lowest compared OMol25 entry of this formula, charge and spin) = 2.043 eV
multiplicity = 2

---

Entry 8:
A single C2H2ClO2P molecule, computed with wB97M-V/def2-TZVPD.

Positions of all 8 atoms, in Å:
Cl1 1.50 -0.96 -1.97
P1 0.08 -1.55 -0.61
O1 -1.02 -0.33 -0.81
C1 -0.75 0.70 0.06
C2 0.20 0.41 0.93
O2 0.71 -0.86 0.76
H1 -1.34 1.59 -0.06
H2 0.62 0.99 1.72

Properties
E_HOMO = -0.3344 hartree
LUMO energy = 0.98 eV
relative energy (zero: lowest compared OMol25 entry of this formula, charge and spin) = 0.000 eV

---

Entry 9:
C4H10NS as an isolated structure, computed with wB97M-V/def2-TZVPD.

Positions of all 16 atoms, in Å:
C1 1.96 -0.39 -1.00
N1 1.91 1.05 -0.49
C2 -0.95 0.64 0.59
C3 -1.75 0.29 -0.52
S1 -2.48 -1.32 -0.80
C4 -0.93 -0.37 1.73
H1 1.37 -0.42 -0.08
H2 2.91 -0.92 -0.79
H3 1.41 -0.67 -1.90
H4 1.84 1.62 -1.37
H5 -0.40 1.57 0.43
H6 -0.46 -0.04 -0.38
H7 -1.70 0.92 -1.41
H8 -1.73 -1.11 1.53
H9 0.03 -0.92 1.73
H10 -1.03 0.07 2.73

Properties
E_HOMO = -0.0582 hartree
total charge = -1
LUMO energy = 3.57 eV
relative energy (zero: lowest compared OMol25 entry of this formula, charge and spin) = 5.518 eV

---

Entry 10:
A 11-piece molecular cluster, C6H38BNO11 overall, computed with wB97M-V/def2-TZVPD.

Positions of all 57 atoms, in Å:
C1 -20.41 -7.04 36.91
O1 -20.27 -8.40 36.77
C2 -21.02 -8.89 35.68
C3 -20.82 -10.53 35.71
N1 -21.49 -11.22 34.56
H1 -22.44 -11.24 34.79
H2 -21.49 -10.38 33.80
C4 -21.03 -12.56 34.07
C5 -19.91 -12.62 33.25
O2 -19.57 -14.00 33.17
C6 -18.64 -14.38 32.07
H3 -19.98 -6.75 37.90
H4 -21.48 -6.77 36.87
H5 -19.99 -6.44 36.13
H6 -20.43 -8.47 34.69
H7 -22.13 -8.66 35.71
H8 -21.52 -10.91 36.58
H9 -19.89 -10.77 36.13
H10 -22.02 -12.80 33.47
H11 -20.80 -13.09 34.89
H12 -19.00 -12.16 33.54
H13 -19.91 -12.07 32.29
H14 -18.77 -13.95 31.18
H15 -18.47 -15.51 32.09
H16 -17.63 -14.01 32.13
B1 -22.11 -9.65 31.74
H17 -22.17 -8.99 30.78
H18 -22.92 -9.27 32.61
H19 -22.24 -10.82 31.65
H20 -21.02 -9.47 31.95
O3 -24.12 -8.35 28.64
H21 -23.59 -7.50 28.94
H22 -24.76 -7.89 28.15
O4 -25.03 -12.53 32.08
H23 -25.89 -12.22 31.97
H24 -24.53 -12.30 31.22
O5 -25.35 -7.82 33.35
H25 -24.97 -8.67 33.39
H26 -26.02 -7.83 32.67
O6 -22.91 -11.38 28.81
H27 -22.84 -10.65 28.26
H28 -22.93 -10.94 29.62
O7 -18.29 -7.56 31.25
H29 -17.27 -7.55 31.48
H30 -18.68 -7.98 31.92
O8 -21.14 -6.46 32.76
H31 -21.51 -7.38 32.40
H32 -21.48 -6.26 33.72
O9 -25.55 -10.22 31.42
H33 -25.75 -10.65 30.62
H34 -24.56 -10.09 31.35
O10 -19.89 -10.45 28.94
H35 -20.34 -10.06 29.67
H36 -19.04 -10.62 29.26
O11 -22.47 -6.21 30.04
H37 -22.04 -7.03 30.30
H38 -22.84 -5.99 30.86

Properties
E_HOMO = -0.3701 hartree
LUMO energy = -0.22 eV
relative energy (zero: lowest compared OMol25 entry of this formula, charge and spin) = 1.000 eV

---

Entry 11:
A 2-piece molecular cluster, C14H17BrCl4O3Si overall, computed with wB97M-V/def2-TZVPD.

Positions of all 40 atoms, in Å:
C1 2.80 -2.28 -0.12
C2 2.26 -0.83 -0.34
C3 0.87 -0.75 -1.03
Cl1 0.24 0.94 -0.69
Si1 -0.43 -2.00 -0.41
Cl2 -0.13 -2.53 1.58
C4 -0.43 -3.46 -1.64
C5 0.20 -4.78 -1.15
O1 1.11 -5.22 -1.73
Br1 -0.47 -5.80 0.37
C6 -2.16 -1.15 -0.52
Cl3 -2.45 -0.35 1.09
C7 -3.34 -2.12 -0.77
C8 -3.41 -3.33 0.20
Cl4 -4.93 -1.25 -0.67
H1 2.57 -2.58 0.92
H2 3.90 -2.23 -0.16
H3 2.43 -3.02 -0.85
H4 2.97 -0.31 -1.00
H5 2.26 -0.28 0.61
H6 1.01 -0.81 -2.11
H7 -1.44 -3.72 -2.02
H8 0.14 -3.15 -2.53
H9 -2.19 -0.35 -1.28
H10 -3.27 -2.47 -1.81
H11 -4.46 -3.61 0.31
H12 -3.00 -3.02 1.18
H13 -2.83 -4.20 -0.14
O2 -1.10 6.93 1.64
C9 -0.13 6.22 1.45
C10 -0.27 4.88 0.84
C11 0.80 4.10 0.63
C12 2.16 4.55 1.00
O3 3.13 3.84 0.81
C13 2.30 5.89 1.61
C14 1.24 6.67 1.82
H14 -1.27 4.57 0.58
H15 0.72 3.12 0.19
H16 3.30 6.20 1.87
H17 1.32 7.65 2.26

Properties
E_HOMO = -0.3746 hartree
LUMO energy = -1.40 eV

---

Entry 12:
C42H59FN5O4P2PtS2 as an isolated structure, computed with wB97M-V/def2-TZVPD.

Positions of all 116 atoms, in Å:
Pt1 0.11 0.29 -0.09
F1 -3.67 6.20 -0.14
C1 -3.24 5.65 1.02
C2 -2.54 4.48 0.92
C3 -2.04 3.83 2.05
C4 -1.29 2.59 1.90
O1 -1.22 2.03 0.79
C5 -0.71 2.12 3.12
C6 -0.97 2.75 4.31
N1 -1.77 3.81 4.44
C7 -2.04 4.33 5.76
C8 -3.44 4.23 6.27
C9 -2.37 3.36 6.85
C10 -2.29 4.41 3.31
C11 -3.03 5.59 3.39
C12 -3.50 6.27 2.26
N2 -4.19 7.46 2.40
C13 -3.83 8.43 3.42
C14 -5.11 8.93 4.11
N3 -6.21 9.02 3.09
C15 -5.65 9.31 1.75
C16 -4.85 8.10 1.27
C17 0.21 0.94 3.19
O2 0.73 0.63 4.25
O3 0.42 0.26 2.11
H1 -2.33 4.05 -0.04
H2 -0.50 2.36 5.21
H3 -1.44 5.20 5.99
H4 -4.18 3.77 5.63
H5 -3.84 5.04 6.88
H6 -2.38 2.31 6.62
H7 -2.01 3.59 7.84
H8 -3.24 5.99 4.37
H9 -3.29 9.27 2.97
H10 -3.17 7.99 4.17
H11 -4.94 9.92 4.54
H12 -5.43 8.25 4.90
H13 -6.89 9.73 3.37
H14 -6.70 8.12 3.04
H15 -5.02 10.20 1.83
H16 -6.45 9.53 1.04
H17 -4.14 8.44 0.50
H18 -5.52 7.37 0.81
S1 2.38 0.10 -1.24
C18 2.02 -0.75 -2.61
N4 1.76 -1.38 -3.54
C19 3.15 -4.10 1.15
C20 2.48 -2.91 0.47
C21 1.49 -3.37 -0.59
P1 1.69 -1.63 1.64
C22 0.61 -2.46 2.93
C23 -0.05 -3.72 2.36
C24 1.34 -2.74 4.24
C25 3.09 -0.71 2.49
C26 4.32 -1.57 2.79
C27 3.54 0.52 1.71
H19 4.15 -4.26 0.73
H20 2.58 -5.01 0.98
H21 3.27 -3.97 2.22
H22 3.24 -2.28 -0.01
H23 0.93 -4.24 -0.26
H24 2.01 -3.64 -1.50
H25 0.78 -2.57 -0.82
H26 -0.19 -1.74 3.13
H27 0.68 -4.51 2.22
H28 -0.54 -3.50 1.42
H29 -0.80 -4.07 3.06
H30 2.16 -3.44 4.12
H31 0.62 -3.19 4.92
H32 1.70 -1.83 4.71
H33 2.64 -0.37 3.43
H34 4.77 -1.95 1.88
H35 4.10 -2.39 3.46
H36 5.05 -0.93 3.28
H37 4.16 0.24 0.86
H38 4.15 1.15 2.36
H39 2.70 1.12 1.35
N5 -0.83 -0.82 -1.64
S2 -2.26 -0.93 -2.41
C28 -3.06 0.65 -2.13
C29 -3.47 1.04 -0.86
C30 -4.18 2.22 -0.73
C31 -4.48 2.99 -1.84
C32 -4.06 2.58 -3.10
C33 -3.34 1.41 -3.25
C34 -3.28 -2.00 -1.37
C35 -2.69 -3.10 -0.77
C36 -3.48 -3.99 -0.07
C37 -4.84 -3.78 0.03
C38 -5.43 -2.69 -0.59
C39 -4.65 -1.80 -1.31
H40 -0.15 -1.31 -2.21
H41 -3.24 0.43 0.00
H42 -4.53 2.52 0.25
H43 -5.04 3.91 -1.73
H44 -4.30 3.18 -3.97
H45 -3.02 1.08 -4.23
H46 -1.62 -3.25 -0.86
H47 -3.04 -4.86 0.39
H48 -5.45 -4.49 0.58
H49 -6.50 -2.55 -0.54
H50 -5.12 -0.97 -1.82
C40 0.37 2.97 -4.03
P2 0.93 3.42 -2.35
C41 0.11 5.00 -1.94
C42 2.72 3.76 -2.41
O4 0.59 2.35 -1.36
H51 0.59 3.77 -4.73
H52 -0.70 2.78 -4.00
H53 0.88 2.06 -4.35
H54 0.45 5.77 -2.62
H55 0.36 5.29 -0.92
H56 -0.97 4.88 -2.02
H57 2.92 4.63 -3.02
H58 3.23 2.89 -2.83
H59 3.09 3.92 -1.40

Properties
E_HOMO (alpha / beta) = -0.5537 / -0.5543 hartree
total charge = +3
LUMO energy (alpha / beta) = -9.39 / -9.37 eV

---

| no. | electronic energy (eV) |
| --- | --- |
| 1 | -29053.26567 |
| 2 | -152946.25825 |
| 3 | -18144.98734 |
| 4 | -67098.74208 |
| 5 | -60992.76982 |
| 6 | -10368.47068 |
| 7 | -40837.33364 |
| 8 | -28013.41492 |
| 9 | -16630.59290 |
| 10 | -31519.46167 |
| 11 | -148947.00972 |
| 12 | -106338.49218 |